C39H94O24S3 | the ωB97M-V functional and the def2-TZVPD basis

Last column: Löwdin spin population.
Atoms and positions in Å:
O -23.666 -21.277 1.954  0.000
S -23.554 -22.704 1.583  0.000
O -22.756 -23.660 2.398  0.000
O -25.003 -23.358 1.274  0.000
C -25.804 -23.679 2.415  0.000
C -25.610 -25.237 2.826  0.000
C -22.829 -22.859 -0.140  0.000
H -26.792 -23.500 1.992  0.000
H -25.606 -23.075 3.301  0.000
H -24.611 -25.560 3.122  0.000
H -25.996 -25.826 1.994  0.000
H -26.326 -25.523 3.596  0.000
H -22.493 -23.851 -0.445  0.000
H -21.893 -22.351 0.092  0.000
H -23.234 -22.162 -0.873  0.000
O -19.992 -17.988 -9.229  0.000
S -21.133 -18.851 -9.678  0.000
O -21.002 -19.399 -11.037  0.000
O -21.499 -20.035 -8.508  0.000
C -20.479 -20.179 -7.538  0.000
C -20.917 -21.457 -6.785  0.000
C -22.679 -17.916 -9.550  0.000
H -20.570 -19.243 -6.988  0.000
H -19.468 -20.144 -7.945  0.000
H -20.782 -22.362 -7.377  0.000
H -21.916 -21.233 -6.411  0.000
H -20.297 -21.507 -5.891  0.000
H -22.736 -17.183 -10.355  0.000
H -22.673 -17.405 -8.587  0.000
H -23.511 -18.615 -9.639  0.000
O -25.783 -19.722 -1.704  0.000
S -26.577 -19.403 -2.923  0.000
O -26.557 -18.124 -3.585  0.000
O -26.304 -20.688 -3.919  0.000
C -25.163 -20.742 -4.766  0.000
C -23.813 -20.123 -4.215  0.000
C -28.259 -19.955 -2.389  0.000
H -25.405 -20.009 -5.536  0.000
H -25.117 -21.641 -5.379  0.000
H -23.454 -20.928 -3.574  0.000
H -23.894 -19.289 -3.517  0.000
H -23.005 -19.853 -4.896  0.000
H -28.778 -20.036 -3.344  0.000
H -28.609 -19.235 -1.649  0.000
H -28.112 -20.969 -2.017  0.000
C -21.802 -15.026 1.564  0.037
O -21.450 -13.715 2.094  0.327
C -22.452 -12.802 1.819  0.106
C -23.799 -12.897 2.705  0.105
O -24.512 -14.137 2.485  0.287
C -25.179 -14.083 1.200  0.026
C -25.932 -15.412 0.969  0.002
O -25.025 -16.421 0.582  0.005
C -25.440 -17.697 1.064  0.001
H -22.263 -15.021 0.577  0.003
H -22.414 -15.594 2.264  0.025
H -20.831 -15.502 1.429  0.007
H -22.725 -12.901 0.768  0.020
H -22.078 -11.781 1.891  0.008
H -24.489 -12.063 2.582  0.015
H -23.347 -12.874 3.697  0.005
H -24.560 -14.054 0.303  0.015
H -25.865 -13.253 1.031  0.007
H -26.704 -15.262 0.214  0.000
H -26.541 -15.511 1.867  0.000
H -24.799 -18.379 0.505  0.000
H -26.449 -17.905 0.708  0.000
H -25.436 -17.787 2.150  0.000
C -29.450 -22.361 -8.499  0.000
O -29.604 -22.317 -7.099  0.000
C -29.272 -21.181 -6.315  0.000
C -30.423 -20.191 -6.336  0.000
O -29.925 -19.134 -5.549  0.000
C -30.806 -18.045 -5.227  0.000
C -30.539 -16.914 -6.347  0.000
O -29.368 -16.170 -6.332  0.000
C -28.619 -16.214 -5.144  0.000
H -30.038 -23.201 -8.868  0.000
H -28.431 -22.606 -8.801  0.000
H -29.898 -21.496 -8.988  0.000
H -28.297 -20.859 -6.682  0.000
H -29.100 -21.465 -5.277  0.000
H -31.224 -20.596 -5.718  0.000
H -30.588 -19.832 -7.352  0.000
H -30.661 -17.561 -4.261  0.000
H -31.879 -18.134 -5.398  0.000
H -31.245 -16.087 -6.270  0.000
H -30.477 -17.339 -7.349  0.000
H -28.342 -17.123 -4.610  0.000
H -29.024 -15.410 -4.529  0.000
H -27.703 -15.668 -5.372  0.000
C -31.067 -20.472 0.794  0.000
O -32.258 -21.003 1.328  0.000
C -32.322 -21.066 2.796  0.000
C -32.637 -19.677 3.409  0.000
O -31.375 -19.270 4.129  0.000
C -31.413 -18.031 4.747  0.000
C -32.063 -16.763 4.141  0.000
O -33.432 -16.873 3.791  0.000
C -33.922 -15.824 2.972  0.000
H -30.991 -19.387 0.865  0.000
H -30.795 -20.585 -0.256  0.000
H -30.203 -20.903 1.299  0.000
H -31.447 -21.607 3.157  0.000
H -33.220 -21.623 3.063  0.000
H -33.498 -19.685 4.078  0.000
H -32.917 -18.958 2.640  0.000
H -30.407 -17.645 4.907  0.000
H -31.904 -18.211 5.704  0.000
H -31.538 -16.522 3.217  0.000
H -32.001 -15.887 4.786  0.000
H -34.187 -14.927 3.531  0.000
H -34.744 -16.286 2.425  0.000
H -33.241 -15.498 2.186  0.000
C -25.834 -24.119 -2.827  0.000
O -26.418 -24.447 -4.059  0.000
C -26.108 -25.685 -4.686  0.000
C -26.804 -25.762 -6.066  0.000
O -27.033 -27.090 -6.602  0.000
C -27.334 -27.082 -7.975  0.000
C -27.619 -28.494 -8.475  0.000
O -26.430 -29.214 -8.198  0.000
C -26.456 -30.618 -8.346  0.000
H -24.775 -24.043 -3.076  0.000
H -26.098 -24.881 -2.094  0.000
H -26.307 -23.183 -2.532  0.000
H -26.571 -26.463 -4.079  0.000
H -25.025 -25.798 -4.641  0.000
H -26.182 -25.142 -6.712  0.000
H -27.728 -25.212 -5.893  0.000
H -26.498 -26.662 -8.534  0.000
H -28.188 -26.430 -8.157  0.000
H -27.724 -28.469 -9.559  0.000
H -28.458 -28.997 -7.994  0.000
H -25.497 -31.050 -8.064  0.000
H -26.727 -30.960 -9.345  0.000
H -27.151 -31.100 -7.658  0.000
C -22.449 -12.524 -10.912  0.000
O -23.131 -13.077 -9.727  0.000
C -22.344 -14.113 -9.181  0.000
C -22.795 -14.558 -7.780  0.000
O -24.152 -15.013 -7.756  0.000
C -24.700 -15.485 -6.499  0.000
C -24.332 -16.938 -6.291  0.000
O -24.796 -17.866 -7.220  0.000
C -26.107 -17.707 -7.729  0.000
H -21.423 -12.156 -10.909  0.000
H -23.019 -11.597 -10.961  0.000
H -22.684 -13.289 -11.652  0.000
H -21.294 -13.869 -9.020  0.000
H -22.321 -14.933 -9.898  0.000
H -22.713 -13.800 -7.000  0.000
H -22.150 -15.388 -7.493  0.000
H -25.768 -15.350 -6.674  0.000
H -24.554 -14.860 -5.618  0.000
H -24.644 -17.342 -5.328  0.000
H -23.250 -16.965 -6.163  0.000
H -26.701 -17.607 -6.821  0.000
H -26.314 -18.561 -8.375  0.000
H -26.362 -16.795 -8.268  0.000

## Properties
- Total charge: +1
- Relative energy (zero: lowest compared OMol25 entry of this formula, charge and spin): 2.936 eV
- Frontier orbital gap (alpha / beta): 8.162 / 1.955 eV
- Total energy: -123586.6990 eV
- F_max: 4.69 eV/A
- <S²>: 0.76
- LUMO (alpha / beta): -2.451 / -8.658 eV
- Spin multiplicity: 2
- Highest occupied orbital energy (alpha / beta): -10.61 / -10.61 eV